[1]
Here is a structure of composition C41H27FeN6S2 from OMol25. Energies are from wB97M-V/def2-TZVPD.

Geometry as XYZ:
```
77
Properties=species:S:1:pos:R:3:forces:R:3
Fe 0.1974 0.2911 0.0130 0.1 0.1 0.0
S 1.0397 5.8720 -1.4899 0.0 0.0 0.0
C 1.5728 7.4851 -1.6377 0.0 0.0 0.0
C 2.5736 7.7706 -0.7615 0.0 0.0 0.0
C 2.9161 6.6601 0.0474 0.0 0.0 0.0
C 2.1700 5.5459 -0.2264 0.0 0.0 0.0
C 2.2527 4.2331 0.4114 0.0 0.0 0.0
C 1.4092 3.1880 -0.0063 0.0 0.0 0.0
N 1.4176 1.9743 0.5247 0.0 -0.1 0.0
C 2.3006 1.7147 1.5227 0.0 0.0 0.0
C 3.1837 2.6763 2.0124 0.0 0.0 0.0
C 4.0859 2.3093 3.0736 0.0 0.0 0.0
C 4.0897 1.0614 3.5887 0.0 0.0 0.0
C 3.1896 0.0539 3.0922 0.0 0.0 0.0
C 3.1357 -1.2618 3.5719 0.0 0.0 0.0
C 2.2400 -2.1778 3.0414 0.0 0.0 0.0
C 1.4000 -1.7210 2.0068 0.0 0.0 0.0
N 1.4366 -0.4850 1.5435 0.0 0.0 0.0
C 2.3098 0.3980 2.0683 0.0 0.0 0.0
C 2.1503 -3.5565 3.5146 0.0 0.0 0.0
C 2.9165 -4.1651 4.4730 0.0 0.0 0.0
C 2.5604 -5.5169 4.6909 0.0 0.0 0.0
C 1.5297 -5.9153 3.8958 0.0 0.0 0.0
S 0.9835 -4.6592 2.8828 0.0 0.0 0.0
C 3.1412 3.9520 1.4355 0.0 0.0 0.0
H 1.1191 8.1379 -2.3656 0.0 0.0 0.0
H 3.0497 8.7369 -0.6951 0.0 0.0 0.0
H 3.6903 6.7004 0.7999 0.0 0.0 0.0
H 0.7038 3.3562 -0.8080 0.0 0.0 0.0
H 4.7671 3.0604 3.4512 0.0 0.0 0.0
H 4.7736 0.7983 4.3850 0.0 0.0 0.0
H 3.8059 -1.5547 4.3697 0.0 0.0 0.0
H 0.6778 -2.3826 1.5423 0.0 0.0 0.0
H 3.7154 -3.6756 5.0111 0.0 0.0 0.0
H 3.0477 -6.1640 5.4039 0.0 0.0 0.0
H 1.0593 -6.8843 3.8525 0.0 0.0 0.0
H 3.8158 4.7156 1.8008 0.0 0.0 0.0
N -6.8250 -5.5399 -4.2483 0.0 0.0 0.0
C -6.0063 -4.9223 -3.7327 0.0 0.0 0.0
C -4.9812 -4.1461 -3.0881 0.0 0.0 0.0
C -3.7918 -4.7571 -2.6974 0.0 0.0 0.0
C -2.8023 -4.0058 -2.0896 0.0 0.0 0.0
C -3.0018 -2.6467 -1.8497 0.0 0.0 0.0
C -4.2012 -2.0455 -2.2284 0.0 0.0 0.0
C -5.1848 -2.7880 -2.8565 0.0 0.0 0.0
C -1.9506 -1.8405 -1.1834 0.0 0.0 0.0
C -2.2967 -1.2288 0.0295 0.0 0.0 0.0
C -3.4638 -1.4481 0.7916 0.0 0.0 0.0
C -3.3412 -0.7292 1.9702 0.0 0.0 0.0
C -2.1058 -0.0872 1.9124 0.0 0.0 0.0
N -1.4655 -0.3701 0.7637 0.0 0.0 0.0
C -0.6893 -1.7805 -1.8072 0.0 0.0 0.0
C -0.3041 -2.3662 -3.0270 0.0 0.0 0.0
C 1.0486 -2.1053 -3.2145 0.0 0.0 0.0
C 1.4622 -1.3638 -2.1134 0.0 0.0 0.0
N 0.4364 -1.1478 -1.2627 0.0 0.0 0.0
H -3.6500 -5.8147 -2.8710 0.0 0.0 0.0
H -1.8812 -4.4806 -1.7772 0.0 0.0 0.0
H -4.3570 -0.9898 -2.0456 0.0 0.0 0.0
H -6.1108 -2.3241 -3.1666 0.0 0.0 0.0
H -4.2788 -2.0952 0.5115 0.0 0.0 0.0
H -4.0436 -0.6838 2.7854 0.0 0.0 0.0
H -1.6563 0.5577 2.6546 0.0 0.0 0.0
H -0.9514 -2.9182 -3.6884 0.0 0.0 0.0
H 1.6674 -2.4222 -4.0372 0.0 0.0 0.0
H 2.4484 -0.9746 -1.9026 0.0 0.0 0.0
C -2.2531 3.1180 -3.1745 0.0 0.0 0.0
C -2.5805 3.1122 -1.8256 0.0 0.0 0.0
C -1.8491 2.3150 -0.9699 0.0 0.0 0.0
N -0.8285 1.5520 -1.3935 -0.1 0.0 0.0
C -0.5222 1.5508 -2.6993 0.0 0.0 0.0
C -1.2084 2.3220 -3.6175 0.0 0.0 0.0
H -2.8086 3.7321 -3.8708 0.0 0.0 0.0
H -3.3913 3.7126 -1.4385 0.0 0.0 0.0
H -2.0782 2.2765 0.0883 0.0 0.0 0.0
H 0.2946 0.9098 -3.0074 0.0 0.0 0.0
H -0.9245 2.2916 -4.6596 0.0 0.0 0.0
```
Positions in Å, forces in eV/Å.

Output
Energy relative to the best compared isomer or geometry (same formula, charge and spin) = 0.0 kcal/mol
Spin multiplicity = 6
Total charge = +2
E = -3966.776007 Ha
Max |F| = 0.11 eV/Å
⟨S²⟩ = 8.76

=====

[2]
Here is a structure of composition C41H28ClMgN9O4S2 from OMol25. Energies are from wB97M-V/def2-TZVPD.

Geometry as XYZ:
```
86
Properties=species:S:1:pos:R:3:forces:R:3
Mg 0.9589 -0.9010 -0.2113 0.1 -0.5 -0.4
C 4.9451 0.7520 -0.7458 0.1 0.0 0.0
C 4.9228 1.6949 0.2782 0.0 0.0 -0.1
C 4.0525 1.5171 1.3248 0.0 0.1 0.1
C 3.1957 0.4081 1.3417 -0.1 -0.3 0.1
N 3.1379 -0.4451 0.2945 0.1 0.2 0.2
C 4.0311 -0.2719 -0.6979 -0.2 0.0 0.1
N 2.5079 0.1899 2.5335 0.2 0.1 -0.2
C 1.5286 -0.6256 2.6819 -0.1 -0.1 -0.2
N 0.7948 -1.3010 1.7248 0.0 -0.2 0.7
C -0.1946 -2.0046 2.3548 0.2 0.1 -0.1
N -1.1343 -2.7340 1.8534 -0.1 0.0 -0.2
C -1.3930 -2.8682 0.4982 0.2 0.1 0.0
C -2.4627 -3.7303 0.1924 -0.1 0.0 0.1
C -2.8609 -3.9167 -1.1055 0.0 0.0 0.0
C -2.1959 -3.2269 -2.1179 -0.1 0.0 0.0
C -1.1600 -2.4069 -1.7570 0.2 0.1 0.2
N -0.7240 -2.2304 -0.4909 -0.4 -0.2 0.1
C -0.0686 -1.8174 3.8258 0.0 -0.1 -0.1
C -0.7989 -2.3199 4.8822 0.1 -0.1 0.1
C -0.4317 -1.9175 6.1638 0.1 -0.1 0.0
C 0.6335 -1.0407 6.3640 0.0 0.0 -0.1
C 1.3650 -0.5447 5.2884 0.1 0.0 0.1
C 0.9862 -0.9473 4.0253 0.0 0.0 -0.1
H 5.6385 0.8236 -1.5722 0.0 0.0 0.0
H 5.5914 2.5468 0.2582 0.0 0.0 0.0
H 4.0056 2.2016 2.1607 0.1 0.0 0.0
H 3.9966 -0.9914 -1.5044 -0.1 0.0 0.0
H -2.9517 -4.2183 1.0235 0.0 0.0 0.0
H -3.6858 -4.5793 -1.3397 0.0 0.0 0.0
H -2.4847 -3.3154 -3.1565 0.0 0.0 0.0
H -0.6373 -1.8425 -2.5175 0.1 0.0 0.0
H -1.6239 -3.0008 4.7129 0.0 0.0 0.0
H -0.9881 -2.2832 7.0188 0.0 0.0 0.0
H 0.8927 -0.7396 7.3714 0.0 0.0 0.0
H 2.2035 0.1267 5.4301 -0.1 0.0 0.0
O 1.5901 5.2119 -0.5313 0.4 -0.8 -0.7
C 0.7616 5.1188 0.4881 -0.3 -0.2 0.5
O 0.3777 6.0994 1.0788 0.1 -0.1 -0.1
C 0.3188 3.7450 0.9087 0.0 -0.2 -0.2
C -0.4230 3.5008 2.0476 -0.1 -0.1 0.0
Cl -1.0221 4.6064 3.1910 -0.1 -0.2 0.1
N -0.6774 2.1657 2.1113 -0.2 0.1 0.4
N -0.1675 1.5290 1.0546 0.1 0.1 0.0
C 0.4423 2.4421 0.3301 0.0 0.2 -0.2
C 1.1244 1.9289 -0.9059 0.3 -0.1 -0.2
O 1.8624 2.6647 -1.5677 -0.2 0.6 0.2
O 0.9181 0.7016 -1.1778 -0.1 0.6 -0.4
C -1.4396 1.4047 3.0580 0.0 0.1 -0.1
C -2.2820 0.4191 2.5668 -0.1 0.1 -0.1
C -3.0303 -0.3440 3.4488 -0.1 0.1 0.0
C -2.9398 -0.1205 4.8154 0.0 0.2 -0.1
C -2.0746 0.8533 5.2967 -0.1 0.0 0.0
C -1.3114 1.6132 4.4230 0.0 0.0 0.0
H 1.7798 4.3105 -0.9382 -0.1 0.3 0.2
H -2.3504 0.2639 1.4992 0.0 0.0 0.0
H -3.6808 -1.1182 3.0610 0.0 0.0 0.0
H -3.5303 -0.7086 5.5070 0.0 0.0 0.0
H -1.9797 1.0146 6.3632 0.0 0.0 0.0
H -0.6167 2.3459 4.8057 0.0 0.0 0.0
S 3.3548 -3.7500 -3.2151 0.0 0.0 0.0
C 2.5000 -3.1141 -1.8663 -0.1 -0.1 0.1
N 1.8161 -2.0356 -2.0629 0.1 0.1 -0.1
C 1.9338 -1.6194 -3.3973 0.0 -0.2 0.1
C 1.3190 -0.5075 -3.9804 -0.1 0.1 0.1
C 1.5456 -0.2561 -5.3165 0.0 0.0 0.0
C 2.3743 -1.0854 -6.0860 0.0 0.0 0.0
C 2.9801 -2.1901 -5.5290 0.0 0.0 0.0
C 2.7447 -2.4494 -4.1802 0.0 0.0 0.0
H 2.5535 -3.6121 -0.9042 0.0 0.1 -0.1
H 0.7145 0.1527 -3.3708 0.1 0.0 0.0
H 1.0838 0.6090 -5.7750 0.0 0.0 0.0
H 2.5482 -0.8500 -7.1285 0.0 0.0 0.0
H 3.6175 -2.8369 -6.1182 0.0 0.0 0.0
S -2.6846 0.6943 -1.2669 -0.1 0.1 -0.2
C -3.1134 1.1883 -2.7997 0.0 0.0 0.1
N -3.9780 2.2431 -2.9703 0.0 0.0 0.0
C -4.4164 2.7181 -4.1653 0.0 0.0 0.1
C -3.9972 2.1559 -5.3213 0.0 0.0 -0.1
C -3.0818 1.0759 -5.2331 0.0 0.0 0.0
C -2.6524 0.6155 -4.0275 0.0 0.0 0.0
H -4.2908 2.6682 -2.1090 0.0 0.0 0.0
H -5.0992 3.5546 -4.1249 0.0 0.0 0.0
H -4.3471 2.5283 -6.2723 0.0 0.0 0.0
H -2.7179 0.6156 -6.1444 0.0 0.0 0.0
H -1.9490 -0.2014 -3.9561 0.0 0.0 0.0
```
Positions in Å, forces in eV/Å.

Output
Energy relative to the best compared isomer or geometry (same formula, charge and spin) = 4.2 kcal/mol
E = -3829.907114 Ha
Max |F| = 1.14 eV/Å